Density functional theory data (the ωB97M-V functional and the def2-TZVPD basis) for a 5-piece molecular cluster, C37H78ClFN5OS2 overall.

Geometry as XYZ:
```
125
Properties=species:S:1:pos:R:3:forces:R:3
Cl 3.398911 3.788419 6.545644 -0.03 0.06 0.11
S 2.301618 -1.437581 0.859085 -0.15 -0.29 -0.31
S 4.386744 -0.080475 2.328946 0.15 0.31 0.11
F 1.817574 0.906443 7.595959 0.05 -0.06 0.08
O 5.744496 -4.391730 2.644499 0.08 0.01 0.00
N 1.181757 2.759986 3.088977 0.06 0.50 -0.03
N 1.927543 3.241083 4.133532 -0.10 0.01 -0.20
N 3.580060 -2.536015 2.989262 0.73 -0.14 -0.57
N 1.593358 1.087743 4.451587 -0.04 0.06 -0.04
N 2.848213 2.263017 6.073100 0.24 -0.08 -0.16
C -4.439420 9.600760 -5.749982 0.00 0.04 0.00
C 0.089291 0.798174 -2.615424 0.09 -0.02 0.03
C 0.271468 -2.796228 -3.728088 0.05 0.07 -0.06
C 3.030653 1.133988 6.980416 -0.10 0.11 0.05
C 2.147607 2.195571 4.927366 0.25 -0.28 0.65
C -1.786837 -4.320315 -2.027854 -0.02 -0.03 0.02
C 3.539422 -0.135603 6.319961 -0.22 0.00 -0.15
C -1.011894 -4.224436 4.357250 0.06 0.00 -0.01
C -2.302989 2.662600 -3.388419 0.01 -0.02 -0.01
C 5.958004 -3.042975 3.039508 -0.13 -0.11 -0.15
C -1.606651 -7.267655 4.674812 -0.01 0.01 0.01
C 0.743756 3.611580 2.000966 0.06 0.07 -0.14
C 3.482954 -1.449943 2.184381 -0.35 -0.02 0.23
C 4.764939 -2.596006 3.867971 -0.14 -0.23 0.43
C -1.042108 -7.531336 6.070030 0.02 -0.04 -0.01
C -0.569364 -2.335616 -4.914661 0.01 0.01 0.05
C 0.423253 -0.917384 2.814280 -0.01 -0.07 -0.05
C -0.612398 -6.656360 3.685849 0.05 -0.03 0.05
C 0.287342 -4.309887 -3.536249 0.01 -0.02 0.01
C -1.082670 -4.921682 -3.242522 0.01 -0.01 0.00
C -3.243296 6.277561 -6.918474 -0.03 0.01 -0.06
C 0.008632 -5.337588 4.142293 -0.05 0.03 0.02
C 4.610023 -4.476031 1.808106 0.02 -0.01 0.09
C 0.311648 0.547083 2.366835 -0.10 0.02 0.21
C -4.640384 10.819667 -6.644872 -0.02 -0.04 0.02
C -0.203364 2.155226 -1.992487 -0.03 0.02 -0.01
C 0.769216 -1.912935 1.704262 0.00 0.03 0.37
C 1.024480 1.463622 3.310035 -0.19 -0.58 -0.24
C -1.625214 5.094488 -3.781906 0.05 -0.04 -0.02
C -3.174243 7.566744 -7.730389 0.03 -0.03 0.02
C -2.400477 8.681105 -7.027579 0.00 0.01 0.00
C -1.682387 2.537998 -1.996415 -0.02 0.01 0.04
C -2.989574 9.122959 -5.686401 0.01 -0.01 0.01
C -1.000340 -4.489890 -0.732738 -0.01 0.06 0.04
C -1.606521 3.663371 -4.308926 -0.03 0.03 0.00
C 0.123171 -8.515936 6.080324 -0.02 0.05 0.02
C 3.363063 -3.912785 2.483100 -0.37 -0.09 -0.04
H 2.212798 4.198963 4.252764 -0.07 0.12 -0.18
H -0.033027 -3.982565 -0.779674 0.00 0.00 -0.01
H -1.732028 -4.818805 -4.115040 0.02 0.01 -0.02
H -1.618777 -2.610600 -4.798554 -0.01 -0.01 0.00
H 3.114378 -4.535693 3.342645 -0.02 0.07 0.06
H -2.765135 -4.794026 -1.919344 0.00 0.00 0.02
H -1.730829 -4.482552 5.134830 -0.01 0.00 0.00
H 1.523331 3.706370 1.247318 0.02 0.00 -0.02
H -2.368332 9.929425 -5.284128 -0.01 0.01 0.00
H 2.714757 -0.838980 6.226358 0.00 -0.03 0.06
H -2.316689 1.681604 -3.870403 0.01 -0.01 0.00
H -0.729904 -6.590414 6.532912 -0.02 0.01 0.00
H -5.085979 8.787355 -6.091008 0.00 -0.02 0.01
H -1.122591 -6.497379 2.733508 -0.04 0.03 -0.09
H 4.326003 -0.569720 6.930226 0.01 -0.06 0.03
H -2.102088 3.636104 -5.281902 0.01 0.01 -0.02
H -4.186797 7.903256 -7.967662 0.00 0.02 0.00
H -1.571322 -4.025698 3.438897 -0.02 -0.01 0.01
H -4.023252 11.655080 -6.307760 0.02 0.00 -0.01
H 3.716928 1.496140 7.742844 0.01 0.03 0.00
H -2.917115 8.301892 -4.966512 0.01 -0.01 -0.01
H 6.047031 -2.427897 2.138569 0.12 0.17 0.10
H 0.701746 -4.782717 -4.431156 -0.01 0.01 -0.02
H 1.201672 -0.991187 3.572887 -0.01 -0.05 0.00
H -2.483646 -6.620323 4.761336 0.00 0.00 -0.01
H -2.328692 9.541212 -7.697848 0.00 0.01 0.01
H -0.522281 -3.298399 4.665006 0.00 0.03 0.01
H 0.736625 -5.016459 3.391701 0.02 0.00 -0.03
H 0.975086 -8.142959 5.508979 0.00 0.00 -0.01
H -0.526655 -1.251797 -5.029807 0.01 0.00 -0.01
H 1.151736 0.561742 -2.537302 -0.01 -0.05 -0.02
H -1.845650 -7.921164 6.698778 0.00 0.00 0.01
H -3.766459 6.425914 -5.972130 0.01 -0.01 0.01
H -1.984327 -3.257895 -2.197467 -0.02 0.00 -0.02
H -0.466978 0.007680 -2.104810 -0.03 -0.01 -0.04
H 4.563673 -3.389321 4.590824 0.00 0.06 0.08
H -2.238637 5.912093 -6.693612 0.00 -0.01 0.02
H -3.769880 5.494543 -7.465709 0.01 -0.01 0.00
H 2.531537 -3.965325 1.787279 0.00 0.14 -0.05
H 6.883887 -2.991175 3.605789 0.03 -0.11 0.03
H -0.501437 -1.224113 3.303194 -0.04 -0.05 -0.03
H -1.550282 -4.082301 0.118460 -0.01 -0.02 0.02
H -0.957156 -5.997418 -3.087437 -0.02 -0.01 0.02
H -3.351019 2.953970 -3.274012 -0.01 0.01 -0.01
H 0.869058 -2.896081 2.158093 -0.05 -0.09 -0.02
H 4.796713 -3.968669 0.853309 -0.01 0.12 0.02
H -1.810906 3.482799 -1.457233 0.00 -0.02 -0.02
H -0.809544 -5.545344 -0.531550 0.03 -0.03 0.02
H -2.650419 5.436262 -3.625644 0.00 0.01 0.03
H 0.977831 -4.554615 -2.723984 0.00 -0.02 -0.01
H 0.387247 2.925573 -2.495857 -0.02 0.01 0.00
H 0.482924 4.590453 2.396424 -0.03 0.01 0.01
H -0.142754 3.167678 1.560488 -0.03 -0.03 -0.05
H -4.769233 9.842643 -4.736323 -0.01 0.00 0.00
H -1.152850 5.774655 -4.490492 -0.01 0.03 0.01
H 0.188231 -7.372334 3.481700 -0.01 0.00 0.01
H -0.175740 0.765711 -3.671742 -0.03 0.01 -0.01
H -2.692926 7.361957 -8.689629 -0.01 -0.01 -0.01
H 0.149697 2.135861 -0.958158 0.05 0.05 0.14
H -0.207682 -2.782427 -5.842476 -0.02 -0.02 -0.01
H -5.680146 11.147436 -6.633362 0.00 0.01 0.00
H 0.573141 -5.492447 5.066061 0.03 -0.01 -0.01
H 3.914491 0.046514 5.315126 0.13 0.11 0.03
H 0.736605 0.694082 1.371998 0.08 -0.01 -0.03
H -4.376768 10.607379 -7.681839 0.00 0.00 0.00
H -2.246155 1.786728 -1.431579 0.02 0.00 0.00
H -0.173963 -9.473310 5.648144 0.01 0.00 -0.02
H -1.971705 -8.209829 4.256069 0.00 -0.01 0.01
H -0.090868 -2.312355 -2.815441 0.03 0.00 0.00
H 0.469596 -8.702692 7.096897 0.00 -0.01 0.00
H -0.736892 0.855504 2.316503 0.02 0.03 -0.03
H 0.004513 -2.007961 0.932066 0.04 0.19 -0.07
H 1.300263 -2.451569 -3.863107 0.00 0.02 0.01
H 4.440092 -5.532474 1.603380 0.03 -0.01 -0.02
H -0.573275 3.353062 -4.489557 0.00 -0.02 -0.01
H -1.371577 8.345730 -6.860059 0.00 -0.01 -0.01
H -1.089551 5.187740 -2.834643 -0.01 -0.01 0.00
H 4.919268 -1.674915 4.419633 0.01 0.12 -0.29
```
Forces are in eV/Å.

- Charge: +1
- Maximum force: 0.0182 Eh/bohr
- Total energy: -3161.7837 Ha
- HOMO level: -0.395 hartree

=====

Density functional theory data (the ωB97M-V functional and the def2-TZVPD basis) for C12H30AsBa2CuF6N2O7P as an isolated structure at a distorted geometry.

Geometry as XYZ:
```
62
Properties=species:S:1:pos:R:3:forces:R:3
Ba 0.616186 3.046912 2.330708 -0.23 -2.59 1.07
Ba -1.733071 3.573238 -1.202544 -1.61 -1.47 -1.19
As -2.738177 0.885030 2.521647 -2.36 -1.64 0.52
Cu 1.926257 3.716161 -0.960736 -0.66 -1.56 -0.29
P 2.203879 -0.644169 3.104256 0.22 -2.22 0.26
F -2.269524 1.960975 1.166098 0.59 0.98 -0.69
F -3.040918 -0.132567 3.865933 0.41 0.42 -0.65
F -3.325544 2.290494 3.340107 0.69 -0.19 -0.30
F -4.307905 0.639925 1.801908 1.02 0.31 0.27
F -2.145312 -0.448085 1.529587 0.31 0.89 0.74
F -1.078642 1.220885 3.137470 0.02 0.34 -0.34
O 1.584690 -1.482174 4.269370 0.88 0.98 -0.72
O 3.753991 -0.865423 3.276606 -0.80 0.56 0.29
O -3.038533 1.395317 -1.798289 1.06 1.03 0.52
O -0.437402 2.371231 -3.433046 0.10 0.91 1.41
O 1.798105 -1.488072 1.808717 -0.05 0.94 0.59
O 1.766859 0.782632 3.015588 -0.16 1.42 -0.57
O 0.297209 2.108891 -0.210741 0.75 2.53 0.36
N 0.883605 1.752487 -5.149170 0.85 0.02 0.05
N -4.113969 -0.468095 -1.096720 -0.49 1.40 -0.18
C 6.012429 -0.038714 3.175388 -0.86 0.39 0.40
C -0.176394 1.011487 -5.839415 -0.20 0.37 0.59
C -3.037939 0.271208 -1.234993 -0.95 -1.10 0.24
C 0.191777 -1.895273 4.259129 -0.67 -0.16 -0.19
C -4.089014 -1.810702 -0.579090 0.33 -1.58 -0.81
C 1.834894 -0.951722 0.497000 -0.68 0.47 -1.16
C -5.386109 -0.050954 -1.686795 -0.98 -1.56 -0.92
C 2.196078 1.742477 -5.794513 0.48 1.11 0.14
C 0.675358 2.369739 -3.996343 -0.80 -0.48 -1.45
C 0.970670 -1.870669 -0.358290 0.45 0.40 -0.08
C 0.032085 -3.303141 3.733632 -1.08 -0.35 -0.40
C 4.697684 -0.147817 2.437780 -0.08 -0.22 -0.59
H 4.784242 -0.710156 1.504165 0.18 -0.18 0.12
H 2.866034 -0.864905 0.145536 0.01 -0.30 -0.01
H 0.020038 -1.998830 0.159089 0.21 -0.64 0.25
H -0.391585 1.488960 -6.793654 0.10 -0.06 -0.05
H -0.445619 -1.224184 3.676768 0.49 0.25 -0.15
H -4.769928 -2.035752 0.238517 0.31 0.68 0.42
H 4.243996 0.805032 2.140540 0.23 0.22 0.37
H 1.535559 2.958766 -3.636480 0.16 -0.17 0.07
H 2.667583 0.764141 -5.797939 -0.20 -0.12 -0.03
H -0.331406 1.515875 -0.663108 0.99 -0.30 -0.08
H -6.244746 -0.334967 -1.077980 0.33 0.19 0.54
H -1.046733 1.081818 -5.193848 -0.16 -0.29 -0.23
H 0.135244 -0.020583 -5.982206 -0.03 0.00 -0.04
H 1.575506 -2.757823 -0.534671 -0.75 -0.44 -0.04
H -0.978158 -3.411375 3.316763 -0.25 0.16 0.63
H 2.158501 2.168876 -6.797132 -0.41 -0.44 -0.17
H 2.853936 2.460274 -5.295624 0.01 -0.28 0.33
H 5.798636 0.421728 4.142025 0.15 -0.04 0.05
H 0.135236 -4.060554 4.505385 0.34 -0.06 -0.13
H -5.492658 -0.733172 -2.539950 -0.13 0.29 -0.20
H 0.564930 -3.549194 2.815902 0.83 0.24 0.41
H 6.403488 -1.034573 3.363407 0.29 0.08 -0.17
H 6.697113 0.626650 2.654715 0.19 -0.31 -0.16
H -3.058647 -2.128570 -0.425508 -0.06 0.24 0.67
H -0.132003 -1.761925 5.289182 0.05 -0.33 0.01
H 0.661344 -1.433336 -1.312069 0.56 0.12 -0.11
H -2.170601 -0.244592 -0.810708 0.32 0.44 -0.13
H -5.549417 0.949982 -2.066133 0.81 0.24 0.41
H 1.396488 0.049935 0.390537 0.10 0.03 0.79
H -4.409658 -2.529069 -1.345730 -0.15 0.43 -0.28
```
Forces are in eV/Å.

- Charge: +3
- Maximum force: 0.0568 Eh/bohr
- Total energy: -5978.6082 Ha
- HOMO level: -0.623 hartree